Arrangement a

Formula: C14H35N6Ru
Source: the Open Molecules 2025 dataset
Level of theory: ωB97M-V/def2-TZVPD

```
! wB97M-V def2-TZVPD RIJCOSX def2/J DEFGRID3
* xyz 4 2
Ru 0.205 0.157 0.156
C 0.998 -2.960 1.070
C 1.948 -2.030 0.320
N 2.172 -0.654 0.816
C 2.707 -0.419 2.156
C 1.571 -0.238 3.127
N 0.551 0.672 2.596
C -0.660 0.643 3.406
C -1.701 1.722 3.118
C -1.704 2.256 1.705
N -1.730 1.226 0.656
C -2.837 0.249 0.647
C -2.429 -1.133 1.145
N -1.148 -1.625 0.568
C -0.393 -2.485 1.503
H 1.467 -3.353 1.974
H 0.901 -3.819 0.403
H 1.617 -1.925 -0.726
H 2.905 -2.563 0.270
H 2.811 -0.223 0.150
H 3.325 0.479 2.122
H 3.348 -1.240 2.486
H 2.002 0.161 4.053
H 1.104 -1.185 3.395
H 0.924 1.614 2.487
H -0.407 0.723 4.472
H -1.089 -0.356 3.320
H -1.545 2.593 3.757
H -2.676 1.330 3.411
H -0.821 2.872 1.518
H -2.564 2.925 1.597
H -1.770 1.746 -0.217
H -3.228 0.176 -0.369
H -3.656 0.593 1.283
H -3.245 -1.812 0.889
H -2.335 -1.141 2.227
H -1.347 -2.146 -0.284
H -0.964 -3.398 1.703
H -0.336 -1.943 2.446
N 0.697 0.984 -5.130
C 0.344 2.159 -4.268
C 0.812 1.927 -2.828
N 0.208 0.693 -2.249
C 0.615 -0.460 -3.102
C 0.156 -0.290 -4.556
H 1.715 0.921 -5.241
H 0.324 1.122 -6.077
H -0.738 2.300 -4.312
H 0.809 3.061 -4.666
H 0.541 2.799 -2.234
H 1.899 1.826 -2.797
H -0.804 0.788 -2.336
H 0.184 -1.386 -2.724
H 1.704 -0.538 -3.065
H -0.932 -0.257 -4.619
H 0.496 -1.137 -5.152
*
```

Properties
gap between HOMO and LUMO (alpha / beta): 7.50 / 7.80 eV
<S²>: 0.78

Arrangement b

Formula: C14H35N6Ru
Source: the Open Molecules 2025 dataset
Level of theory: ωB97M-V/def2-TZVPD

```
! wB97M-V def2-TZVPD RIJCOSX def2/J DEFGRID3
* xyz 4 2
Ru 0.019 0.067 -0.220
C 3.342 -1.324 0.564
C 2.042 -1.962 0.980
N 0.926 -1.884 -0.003
C 1.131 -2.543 -1.317
C 1.514 -1.513 -2.332
N 0.580 -0.353 -2.246
C 1.196 0.841 -2.893
C 0.312 2.080 -2.933
C -0.671 2.254 -1.800
N -0.195 2.239 -0.412
C 0.970 3.057 -0.006
C 2.227 2.262 -0.122
N 2.030 0.862 0.364
C 3.258 0.093 0.020
H 3.877 -1.928 -0.171
H 3.967 -1.356 1.458
H 1.662 -1.523 1.907
H 2.247 -3.013 1.196
H 0.164 -2.384 0.447
H 0.195 -3.031 -1.592
H 1.897 -3.320 -1.266
H 1.472 -1.964 -3.327
H 2.525 -1.143 -2.202
H -0.286 -0.591 -2.734
H 1.476 0.604 -3.923
H 2.129 0.998 -2.370
H -0.313 2.081 -3.829
H 0.969 2.945 -3.045
H -1.431 1.447 -1.816
H -1.251 3.157 -2.016
H -0.992 2.533 0.146
H 0.800 3.368 1.025
H 1.045 3.969 -0.602
H 3.008 2.745 0.472
H 2.607 2.224 -1.136
H 1.906 0.879 1.378
H 4.124 0.647 0.392
H 3.351 0.134 -1.060
N -4.336 -0.735 2.655
C -3.124 -0.163 3.341
C -2.152 0.418 2.316
N -1.721 -0.589 1.292
C -2.953 -1.128 0.623
C -3.940 -1.744 1.611
H -4.899 0.012 2.237
H -4.951 -1.177 3.349
H -2.668 -0.972 3.913
H -3.444 0.608 4.041
H -1.288 0.800 2.856
H -2.621 1.250 1.786
H -1.281 -1.358 1.796
H -2.685 -1.893 -0.106
H -3.424 -0.303 0.084
H -3.507 -2.595 2.136
H -4.835 -2.087 1.091
*
```

Properties
gap between HOMO and LUMO (alpha / beta): 7.88 / 7.91 eV
<S²>: 0.78

Stability check: which of them is least stable? arrangement a.

Arrangement a

Formula: C43H43IrN3O4P3Se2
Source: the Open Molecules 2025 dataset
Level of theory: ωB97M-V/def2-TZVPD

```
! wB97M-V def2-TZVPD RIJCOSX def2/J DEFGRID3
* xyz 1 2
Ir 0.496 -0.960 -1.521
Se -1.418 1.199 1.664
P -3.650 1.018 1.482
Se -4.251 0.012 -0.276
C -4.161 2.769 1.462
C -3.435 3.604 0.609
C -3.785 4.933 0.451
C -4.876 5.451 1.134
C -5.620 4.625 1.960
C -5.270 3.291 2.120
C -4.127 0.084 2.970
C -3.448 -1.129 3.111
C -3.754 -1.989 4.150
C -4.736 -1.649 5.070
C -5.414 -0.449 4.936
C -5.118 0.413 3.888
H -2.591 3.206 0.062
H -3.205 5.566 -0.208
H -5.152 6.490 1.014
H -6.484 5.012 2.482
H -5.896 2.677 2.744
H -2.682 -1.418 2.405
H -3.220 -2.926 4.234
H -4.974 -2.318 5.887
H -6.184 -0.175 5.645
H -5.679 1.328 3.817
C 3.931 -0.546 -1.872
P 2.393 -0.833 -2.790
C 2.841 -2.304 -3.749
C 2.302 0.629 -3.897
C 0.856 1.025 -4.192
P -0.206 0.802 -2.708
C -1.892 0.759 -3.327
C -0.039 2.370 -1.836
H 4.744 -0.444 -2.594
H 4.154 -1.389 -1.218
H 3.874 0.364 -1.278
H 3.794 -2.133 -4.250
H 2.089 -2.573 -4.485
H 2.955 -3.131 -3.047
H 2.880 0.466 -4.807
H 2.801 1.429 -3.342
H 0.437 0.434 -5.009
H 0.787 2.069 -4.504
H -2.107 1.675 -3.881
H -2.581 0.667 -2.482
H -2.026 -0.102 -3.983
H -0.498 3.160 -2.435
H 1.012 2.597 -1.664
H -0.521 2.306 -0.862
O -1.679 -3.052 0.951
C -1.327 -2.432 -0.023
O -0.972 -1.180 -0.070
C -1.352 -3.091 -1.392
C -2.126 -4.247 -1.565
C -2.293 -4.741 -2.822
C -1.703 -4.066 -3.915
C -1.895 -4.490 -5.251
C -1.350 -3.797 -6.292
C -0.582 -2.642 -6.035
C -0.369 -2.221 -4.754
C -0.916 -2.922 -3.661
N -0.721 -2.476 -2.378
H -2.573 -4.683 -0.684
H -2.894 -5.624 -3.003
H -2.494 -5.374 -5.428
H -1.510 -4.122 -7.310
H -0.161 -2.084 -6.862
H 0.214 -1.336 -4.547
O 1.662 -2.360 -0.143
C 1.989 -1.328 0.506
N 2.695 -1.192 1.623
C 2.912 0.227 1.916
C 2.096 0.886 0.757
O 1.952 2.070 0.580
N 1.595 -0.131 -0.002
C 2.352 0.645 3.269
C 2.332 1.994 3.611
C 1.839 2.394 4.841
C 1.368 1.454 5.748
C 1.386 0.111 5.411
C 1.873 -0.293 4.175
C 4.404 0.573 1.784
C 5.357 -0.361 2.181
C 6.710 -0.068 2.107
C 7.130 1.167 1.635
C 6.187 2.105 1.248
C 4.831 1.815 1.324
H 3.037 -1.971 2.157
H 2.692 2.735 2.910
H 1.825 3.446 5.093
H 0.986 1.769 6.710
H 1.013 -0.630 6.106
H 1.844 -1.345 3.928
H 5.058 -1.326 2.569
H 7.435 -0.805 2.427
H 8.186 1.397 1.578
H 6.504 3.075 0.888
H 4.109 2.559 1.022
*
```

Properties
gap between HOMO and LUMO (alpha / beta): 6.67 / 5.89 eV
<S²>: 0.75

Arrangement b

Formula: C43H43IrN3O4P3Se2
Source: the Open Molecules 2025 dataset
Level of theory: ωB97M-V/def2-TZVPD

```
! wB97M-V def2-TZVPD RIJCOSX def2/J DEFGRID3
* xyz 1 2
Ir 0.454 0.072 -0.290
Se 0.703 -0.151 2.309
P 1.781 -1.982 2.710
Se 2.126 1.938 0.083
C 2.305 -1.958 4.426
C 3.113 -0.897 4.843
C 3.549 -0.833 6.154
C 3.193 -1.831 7.052
C 2.396 -2.890 6.641
C 1.950 -2.959 5.331
C 0.966 -3.553 2.391
C 1.751 -4.710 2.394
C 1.170 -5.936 2.119
C -0.186 -6.011 1.820
C -0.964 -4.864 1.805
C -0.393 -3.633 2.097
H 3.387 -0.120 4.138
H 4.169 -0.008 6.477
H 3.538 -1.783 8.077
H 2.112 -3.661 7.345
H 1.315 -3.778 5.018
H 2.811 -4.647 2.614
H 1.774 -6.834 2.134
H -0.636 -6.970 1.597
H -2.014 -4.915 1.553
H -0.999 -2.734 2.093
C -0.570 -0.870 -3.503
P 0.554 0.216 -2.585
C 2.177 -0.383 -3.178
C 0.490 1.832 -3.448
C 1.649 2.780 -3.136
P 1.688 3.413 -1.440
C 0.171 4.347 -1.204
C 3.035 4.607 -1.380
H -0.458 -0.679 -4.572
H -1.597 -0.706 -3.196
H -0.295 -1.908 -3.315
H 2.269 -0.176 -4.246
H 2.258 -1.459 -3.033
H 2.997 0.094 -2.641
H -0.478 2.290 -3.253
H 0.523 1.592 -4.515
H 1.585 3.660 -3.784
H 2.618 2.313 -3.321
H 0.170 5.219 -1.862
H 0.104 4.668 -0.165
H -0.697 3.734 -1.435
H 2.858 5.407 -2.100
H 3.976 4.106 -1.604
H 3.091 5.028 -0.376
O -1.624 -3.314 -1.057
C -0.816 -2.453 -0.790
O -1.089 -1.241 -0.437
C 0.670 -2.769 -0.812
C 1.061 -4.081 -1.113
C 2.383 -4.398 -1.056
C 3.317 -3.406 -0.686
C 4.697 -3.696 -0.564
C 5.581 -2.727 -0.192
C 5.116 -1.421 0.070
C 3.791 -1.110 -0.043
C 2.856 -2.095 -0.421
N 1.516 -1.793 -0.512
H 0.282 -4.788 -1.356
H 2.732 -5.400 -1.274
H 5.032 -4.705 -0.770
H 6.634 -2.954 -0.095
H 5.817 -0.654 0.371
H 3.445 -0.112 0.164
O -0.705 2.152 2.173
C -1.379 2.122 1.163
N -2.590 2.720 1.000
C -3.183 2.448 -0.294
C -2.036 1.631 -0.927
O -2.051 1.217 -2.073
N -1.026 1.488 -0.038
C -3.394 3.713 -1.119
C -3.125 4.972 -0.599
C -3.288 6.109 -1.384
C -3.714 5.993 -2.697
C -3.991 4.735 -3.220
C -3.839 3.603 -2.436
C -4.438 1.589 -0.169
C -4.317 0.218 0.050
C -5.449 -0.561 0.232
C -6.709 0.023 0.207
C -6.832 1.386 -0.006
C -5.700 2.168 -0.196
H -3.115 3.018 1.806
H -2.781 5.072 0.422
H -3.086 7.085 -0.961
H -3.844 6.876 -3.308
H -4.338 4.636 -4.240
H -4.064 2.625 -2.841
H -3.343 -0.258 0.060
H -5.343 -1.627 0.386
H -7.592 -0.587 0.347
H -7.811 1.847 -0.029
H -5.806 3.231 -0.372
*
```

Properties
gap between HOMO and LUMO (alpha / beta): 7.04 / 6.47 eV
<S²>: 0.76

Stability check: which of them is least stable? arrangement a.

Arrangement a

Formula: C5H6FN
Source: the Open Molecules 2025 dataset
Level of theory: ωB97M-V/def2-TZVPD

```
! wB97M-V def2-TZVPD RIJCOSX def2/J DEFGRID3
* xyz 0 1
C 0.897 -0.688 -1.702
C 1.976 -0.489 -0.838
C -0.495 0.651 0.211
C -0.386 -0.737 0.026
C -1.154 1.015 1.445
N -0.257 -1.106 -1.298
F 2.964 0.299 -1.157
H 0.977 -0.579 -2.818
H 0.831 -0.815 0.528
H -1.164 -1.278 0.493
H -0.512 1.835 1.973
H -1.662 0.250 2.073
H -2.017 1.643 1.064
*
```

Properties
gap between HOMO and LUMO (alpha / beta): 7.55 / 7.55 eV

Arrangement b

Formula: C5H6FN
Source: the Open Molecules 2025 dataset
Level of theory: ωB97M-V/def2-TZVPD

```
! wB97M-V def2-TZVPD RIJCOSX def2/J DEFGRID3
* xyz 0 1
N 0.660 -1.277 -1.496
C 0.539 -0.257 -0.548
C 0.443 -0.538 0.961
C -0.187 0.637 1.509
C -1.021 1.197 0.384
F -1.924 2.064 0.793
C -0.596 0.786 -0.773
H -0.209 -1.835 -1.218
H 1.333 -1.991 -1.510
H 1.610 0.172 -0.783
H 0.852 -1.302 1.889
H -0.452 0.997 2.502
H -1.047 1.348 -1.711
*
```

Properties
gap between HOMO and LUMO: 9.11 eV
SMILES: N[C@@H]1C=CC(F)=C1

Stability check: which of them is least stable? arrangement a.

Arrangement a

Formula: CH7N2O
Source: the Open Molecules 2025 dataset
Level of theory: ωB97M-V/def2-TZVPD

```
! wB97M-V def2-TZVPD RIJCOSX def2/J DEFGRID3
* xyz 1 1
N 1.651 0.136 -0.649
H 2.361 -0.048 0.048
H 1.525 1.133 -0.626
H 1.129 -0.278 0.091
H 1.597 -0.484 -1.358
C -1.142 -0.572 0.425
N -1.728 0.606 0.611
O -0.132 -0.895 1.028
H -1.678 -1.424 0.016
H -2.545 0.535 0.147
H -1.039 1.291 0.267
*
```

Properties
gap between HOMO and LUMO: 10.95 eV

Arrangement b

Formula: CH7N2O
Source: the Open Molecules 2025 dataset
Level of theory: ωB97M-V/def2-TZVPD

```
! wB97M-V def2-TZVPD RIJCOSX def2/J DEFGRID3
* xyz 1 1
N -0.510 -0.254 -0.240
C 0.050 -0.617 0.871
N -0.637 -1.167 1.866
H -1.471 -0.507 -0.419
H -0.033 0.439 -0.822
H 1.091 -0.400 1.067
H -0.185 -1.795 2.511
H -1.566 -0.838 2.106
H 0.463 1.892 -2.754
H 1.816 1.864 -2.069
O 0.982 1.382 -2.119
*
```

Properties
gap between HOMO and LUMO: 11.84 eV

Arrangement c

Formula: CH7N2O
Source: the Open Molecules 2025 dataset
Level of theory: ωB97M-V/def2-TZVPD

```
! wB97M-V def2-TZVPD RIJCOSX def2/J DEFGRID3
* xyz 1 1
O -2.648 0.677 0.489
H -0.841 0.150 -0.375
H -3.511 0.985 0.117
H -3.029 -0.066 1.062
N -0.026 -0.497 -0.261
C 1.314 0.071 0.083
N 2.399 -0.284 -0.492
H -0.424 -1.362 0.283
H 0.027 -0.877 -1.186
H 1.229 0.779 0.856
H 3.236 0.018 0.095
*
```

Properties
gap between HOMO and LUMO: 11.74 eV

Stability check: which of them is least stable? arrangement a.